ORCA calculation (the ωB97M-V functional and the def2-TZVPD basis) on a molecular structure, C38H31BrN8O4RuS2 in a non-equilibrium geometry.

Positions of all 85 atoms, in Å:
Ru -0.271 -0.027 0.011
O 3.315 2.020 1.821
C 2.730 3.225 2.030
C 3.528 4.216 2.596
C 3.009 5.470 2.843
C 1.681 5.763 2.533
C 0.887 4.783 1.978
C 1.388 3.502 1.717
C 0.500 2.473 1.125
O 1.047 1.321 0.768
N -0.758 2.726 0.987
N -1.468 1.624 0.420
C -2.715 1.956 0.229
S -3.199 3.573 0.645
C -4.863 3.416 -0.049
C -5.316 1.987 0.136
S -3.960 0.910 -0.387
H 2.648 1.457 1.383
H 4.558 3.972 2.831
H 3.644 6.232 3.280
H 1.279 6.750 2.726
H -0.147 4.982 1.730
H -4.830 3.692 -1.101
H -5.508 4.113 0.485
H -6.177 1.742 -0.485
H -5.546 1.771 1.177
Br 6.637 -6.461 -3.240
C 5.058 -5.787 -3.995
C 5.116 -5.144 -5.227
C 3.968 -4.604 -5.765
C 2.755 -4.685 -5.064
C 2.696 -5.403 -3.850
C 3.848 -5.948 -3.319
N 1.677 -4.063 -5.641
N 0.517 -3.987 -5.127
C 0.103 -3.232 -4.164
C -1.300 -3.426 -3.809
C -1.849 -2.847 -2.739
C -1.054 -1.952 -1.922
O -1.507 -1.383 -0.918
C 0.327 -1.652 -2.310
N 0.949 -0.739 -1.533
C 2.165 -0.332 -1.880
C 2.786 -0.801 -3.032
C 2.167 -1.755 -3.810
C 0.907 -2.226 -3.431
H 6.053 -5.086 -5.762
H 3.980 -4.118 -6.734
H 1.740 -5.552 -3.362
H 3.817 -6.521 -2.402
H -1.878 -4.095 -4.437
H -2.885 -3.010 -2.466
H 2.631 0.395 -1.229
H 3.756 -0.408 -3.306
H 2.646 -2.122 -4.706
C 7.357 -2.875 2.429
C 6.109 -3.725 2.494
C 5.188 -3.750 1.457
C 4.051 -4.551 1.499
C 3.799 -5.335 2.616
N 2.656 -6.174 2.770
C 1.468 -6.236 2.084
O 0.827 -7.260 1.994
N 1.009 -5.073 1.454
C 0.975 -3.751 1.929
C 1.424 -3.328 3.178
C 1.358 -1.984 3.495
C 0.849 -1.082 2.581
N 0.397 -1.494 1.396
C 0.458 -2.788 1.079
C 4.716 -5.325 3.663
C 5.853 -4.538 3.596
H 7.350 -2.228 1.551
H 8.251 -3.501 2.377
H 7.453 -2.245 3.315
H 5.363 -3.136 0.579
H 3.373 -4.559 0.659
H 2.807 -7.013 3.307
H 0.293 -5.311 0.787
H 1.811 -4.037 3.895
H 1.703 -1.630 4.457
H 0.785 -0.025 2.789
H 0.076 -3.073 0.106
H 4.531 -5.939 4.540
H 6.553 -4.550 4.426

Output
Charge ... +1
<S²> ... 0.789
Spin multiplicity ... 2
Kohn-Sham gap (spin up / spin down) ... 5.706 / 5.715 eV

Mulliken population analysis, charges in e, atoms 1 to 2: atom 1 (Ru): 0.344, atom 2 (O): -0.749